Here is a cluster of 12 separate species, C36H78N10O16 in total from OMol25. Energies are from ωB97M-V/def2-TZVPD.

The total energy comes out at -86260.6838 eV. The HOMO energy is -0.3153 Eh. As for the structure (SMILES): O=C1OCCO1.O=C1OCCO1.CNC(C)=O.CNC(C)=O.CNC(C)=O.CNC(C)=O.CNC(C)=O.CNC(C)=O.CNC(C)=O.CNC(C)=O.CNC(C)=O.CNC(C)=O. Its spin multiplicity is 1. For the gap between HOMO and LUMO, the calculation gives 8.621 eV.

Geometry as XYZ:
```
140
C36H78N10O16 | OMol25 | ωB97M-V/def2-TZVPD
O -0.47746 -0.78476 -1.65329
C -0.17789 -0.33996 -0.59969
O -1.06954 -0.02126 0.35839
C -0.43492 0.71176 1.37370
C 1.05433 0.34950 1.21283
O 1.09298 -0.14249 -0.14047
H -0.56144 1.79302 1.35549
H -0.63193 0.30679 2.36898
H 1.36703 -0.50929 1.81405
H 1.73669 1.19212 1.30390
O 0.55274 -4.50833 -3.42981
C 0.68546 -4.48844 -2.23523
O 0.48841 -5.52210 -1.45827
C 0.63297 -5.12778 -0.08847
C 1.01706 -3.65663 -0.11080
O 1.17040 -3.40357 -1.54857
H -0.25584 -5.27047 0.51799
H 1.48049 -5.70423 0.27690
H 1.84438 -3.27968 0.47820
H 0.13173 -3.06234 0.13982
C 3.24670 0.08115 -3.57482
N 3.01908 -0.40623 -2.21145
C 3.86348 -0.17831 -1.19319
C 3.91796 -1.24801 -0.12461
O 4.62942 0.78298 -1.10607
H 2.44520 0.78724 -3.78689
H 3.16309 -0.79075 -4.21922
H 4.21872 0.56115 -3.60914
H 2.25289 -1.01876 -1.96741
H 4.64665 -0.98470 0.64196
H 4.31194 -2.17860 -0.53856
H 2.96531 -1.40174 0.38782
C 1.94709 4.78151 3.42823
N 0.70186 4.14910 3.13627
C -0.40487 3.96007 3.89580
C -0.57822 4.78657 5.14697
O -1.28638 3.21381 3.47956
H 2.83351 4.36419 2.95673
H 2.17933 4.81554 4.49719
H 1.96836 5.85054 3.17175
H 0.60166 3.71103 2.23220
H 0.03703 4.46215 5.98908
H -1.62553 4.81144 5.42853
H -0.22335 5.80860 4.98675
C 5.44364 -1.51361 3.85047
N 5.06801 -0.15291 3.60666
C 3.82104 0.36757 3.74611
C 3.60510 1.78868 3.27327
O 2.85711 -0.34650 3.99733
H 4.95720 -1.87712 4.76090
H 6.51265 -1.59982 4.03602
H 5.18718 -2.25078 3.08728
H 5.80798 0.51035 3.44807
H 3.27192 1.74941 2.23437
H 4.52838 2.36077 3.38598
H 2.81331 2.33465 3.77828
C -3.80833 0.56414 4.55047
N -2.37093 0.78340 4.60349
C -1.55900 0.06712 5.40191
C -0.08251 0.34353 5.20093
O -1.96206 -0.80952 6.14681
H -3.89942 -0.48086 4.24848
H -4.27792 1.25207 3.85266
H -4.34016 0.66788 5.49698
H -1.95477 1.58040 4.13241
H 0.22953 1.10552 4.48768
H 0.50206 -0.54056 4.94070
H 0.33096 0.59128 6.18419
C 0.41088 -1.08130 -4.80393
N 0.89656 -2.28788 -5.39603
C 0.35812 -2.84345 -6.50245
C 0.82395 -4.26080 -6.75237
O -0.48112 -2.25358 -7.16276
H 0.91554 -0.19274 -5.18270
H 0.40832 -1.17362 -3.71346
H -0.66576 -0.90563 -4.90247
H 1.40232 -2.89222 -4.76785
H 1.91614 -4.20512 -6.69325
H 0.54943 -4.70273 -7.70778
H 0.55356 -5.02923 -6.02540
C -2.63368 3.22737 -0.81606
N -2.81469 4.66343 -0.92291
C -3.58565 5.21453 -1.88982
C -3.74395 6.68684 -1.90131
O -4.10726 4.53265 -2.76409
H -2.58725 3.01376 0.25081
H -1.71719 2.85537 -1.27741
H -3.44132 2.69453 -1.31061
H -2.38631 5.32065 -0.29703
H -3.09718 7.14678 -1.15093
H -4.79106 6.92862 -1.70352
H -3.59120 7.14221 -2.87734
C 2.01717 -7.03830 3.88801
N 1.84118 -5.59649 3.89318
C 2.37299 -4.75051 2.97492
C 2.31935 -3.30639 3.39047
O 2.96544 -5.14685 1.97940
H 2.80225 -7.26275 3.16360
H 1.10932 -7.59097 3.66286
H 2.49937 -7.32574 4.82506
H 1.15152 -5.28965 4.55874
H 2.79512 -3.13948 4.34831
H 1.26187 -3.01179 3.35310
H 2.70155 -2.63521 2.62265
C 0.89763 6.09302 -0.77883
N 1.50401 4.89347 -1.27915
C 1.30158 3.66248 -0.79131
C 1.77202 2.51596 -1.67814
O 0.59772 3.38623 0.17650
H 1.29713 7.05215 -1.10915
H 0.96117 6.22589 0.30530
H -0.17610 6.15803 -0.97603
H 1.97946 4.94232 -2.16387
H 1.71686 1.57440 -1.14210
H 2.77444 2.68396 -2.06993
H 1.05029 2.38487 -2.48932
C -2.35003 -2.88245 -3.35243
N -2.44560 -3.73035 -4.51891
C -3.55517 -4.44835 -4.80657
C -3.36151 -5.26330 -6.10569
O -4.60888 -4.32061 -4.21323
H -2.18733 -3.52385 -2.48018
H -3.28722 -2.38099 -3.09738
H -1.68704 -2.02263 -3.37047
H -1.58751 -4.00990 -4.96028
H -3.30903 -6.33753 -5.93080
H -2.51265 -4.89805 -6.67837
H -4.25518 -5.11334 -6.71320
C -6.45507 1.45947 -2.84454
N -5.93032 1.75268 -1.51582
C -4.74049 1.24113 -1.15624
C -4.22930 1.60586 0.24618
O -4.06964 0.47829 -1.82584
H -6.18198 0.48605 -3.23886
H -6.15296 2.26378 -3.51508
H -7.54478 1.48954 -2.79149
H -6.55355 2.06044 -0.79262
H -3.15040 1.56143 0.37041
H -4.70201 1.03294 1.04247
H -4.40447 2.67566 0.42073
```



Here is a structure of composition C8H18Br7N3O6 from OMol25. Energies are from ωB97M-V/def2-TZVPD.

The total energy comes out at -515631.3189 eV. The HOMO energy is -0.3786 Eh. Its spin multiplicity is 1. For the gap between HOMO and LUMO, the calculation gives 9.819 eV.

Geometry as XYZ:
```
42
C8H18Br7N3O6 | OMol25 | ωB97M-V/def2-TZVPD
C -0.12712 0.44038 -3.07148
Br -0.81620 1.44765 -4.56131
Br 1.18369 -0.93090 -3.49530
Br -1.51128 -0.37831 -2.08807
H 0.32364 1.22966 -2.46837
C 2.56488 4.03022 -1.86878
N 2.87169 3.54803 -3.26419
O 3.56354 4.37424 -3.82906
O 2.41306 2.50969 -3.63226
H 3.40800 3.75545 -1.20992
H 1.73136 3.37470 -1.56335
H 2.41283 5.04926 -1.88168
C 0.65144 3.23640 2.66656
N 1.96924 3.45343 1.97743
O 2.95610 2.86257 2.42534
O 1.86577 4.09290 0.96201
H 0.81738 2.47171 3.39769
H -0.14507 2.92253 1.99366
H 0.38915 4.20438 3.16342
C 0.91540 -1.29330 0.51511
N 0.29176 0.09949 0.53735
O 0.76384 1.10934 0.01971
O -0.80370 0.08390 1.13332
H 0.06156 -1.91996 0.61348
H 1.37544 -1.24332 1.51404
H 1.52237 -1.26240 -0.40336
Br -0.41938 -0.27545 5.15999
C -1.75630 -0.91761 3.89420
C -1.25529 -2.25087 3.36701
Br -2.63234 -2.94280 2.11178
H -1.95448 -0.15358 3.17850
H -2.64073 -1.13138 4.51309
H -1.23560 -2.95924 4.17106
H -0.47048 -2.12533 2.66977
Br -0.57798 -4.62930 -0.61708
C -2.28385 -4.15656 -1.37417
C -2.27793 -4.56605 -2.78882
Br -3.77688 -3.57912 -3.63027
H -2.45474 -3.12955 -1.13335
H -3.02301 -4.70252 -0.78307
H -2.37033 -5.61289 -2.94147
H -1.51944 -4.13549 -3.37915
```



Here is a structure of composition C32H49AlN5O7S2Si from OMol25. Energies are from ωB97M-V/def2-TZVPD.

The total energy comes out at -91912.9312 eV. The calculation puts the energy above the lowest of the compared OMol25 structures with the same formula, charge and spin at 25.0 kJ/mol. The HOMO energy is -0.3522 Eh. Its spin multiplicity is 1. For the gap between HOMO and LUMO, the calculation gives 6.938 eV. As for the net charge: +1.

Geometry as XYZ:
```
97
C32H49AlN5O7S2Si | OMol25 | ωB97M-V/def2-TZVPD
Al 0.13213 -0.74567 -0.70500
C -0.61427 4.05231 -0.20395
C -1.82579 3.25410 -0.64801
C -3.08874 3.84621 -0.03503
C -1.93167 3.21891 -2.16244
O -1.60512 1.87206 -0.18489
Si -2.73031 0.79474 0.29598
S -1.74752 -1.11469 0.36689
O -4.00679 0.79437 -0.68835
C -4.71077 0.00683 -1.67109
C -5.79637 0.91710 -2.21962
C -5.31916 -1.21846 -1.00741
C -3.74015 -0.39214 -2.77230
O -3.14183 1.14847 1.83166
C -4.27946 0.86335 2.67657
C -4.40416 -0.64338 2.84398
C -3.96222 1.52695 4.00796
C -5.54496 1.46389 2.08172
H -0.67065 5.06630 -0.60339
H 0.30987 3.60290 -0.56323
H -0.57597 4.11989 0.88622
H -3.19206 4.88194 -0.36407
H -3.03722 3.83671 1.05464
H -3.98098 3.30427 -0.35507
H -2.11544 4.22030 -2.55461
H -2.75959 2.57550 -2.46500
H -1.00862 2.84897 -2.60979
H -6.45218 1.25158 -1.41461
H -6.39944 0.38873 -2.95961
H -5.35421 1.79363 -2.69560
H -6.04254 -0.92466 -0.24492
H -4.54756 -1.83595 -0.54321
H -5.84147 -1.82336 -1.75114
H -3.27549 0.49430 -3.20769
H -4.26287 -0.93169 -3.56401
H -2.95905 -1.04282 -2.37030
H -3.48891 -1.06119 3.27008
H -4.58523 -1.12604 1.88203
H -5.23744 -0.88811 3.50504
H -3.04588 1.10605 4.43105
H -4.77135 1.36724 4.72189
H -3.82840 2.60178 3.87002
H -5.77958 1.01028 1.11919
H -5.42492 2.53826 1.93697
H -6.38684 1.30074 2.75713
O 1.56713 4.25357 -5.28180
C 2.10680 3.18251 -5.00902
O 3.11555 2.58434 -5.43820
C 1.45148 2.27365 -3.98454
C 0.46577 1.34825 -4.34736
C -0.00474 0.44995 -3.42373
N 0.44141 0.43565 -2.15648
C 1.38559 1.34196 -1.79047
C 1.89836 2.26497 -2.65257
C 1.86150 1.18390 -0.36652
O 2.58325 1.97345 0.18845
O 1.41058 0.07281 0.20270
H 0.08141 1.33361 -5.35857
H -0.75829 -0.28492 -3.67841
H 2.65614 2.95642 -2.30851
C -0.11406 0.51745 5.41674
C -0.37637 -0.23706 4.08736
N 0.50075 0.26132 3.04379
C 1.90000 0.09562 3.40553
C 2.21928 0.90303 4.68917
N 0.93509 1.56029 5.12819
C 0.44753 2.50771 4.06144
C 0.22496 1.66915 2.77919
H 0.28519 -0.11817 6.20508
H -0.98941 1.04381 5.79489
H -1.40680 -0.09242 3.76307
H -0.20930 -1.30523 4.22264
H 2.51009 0.44514 2.57433
H 2.11011 -0.96230 3.56206
H 2.94096 1.70092 4.52430
H 2.55683 0.28531 5.51948
H 1.11217 2.08871 5.97784
H 1.21148 3.27536 3.94874
H -0.46531 2.96443 4.44147
H 0.88854 2.00959 1.98813
H -0.80225 1.77530 2.43907
N -1.37976 -3.59058 -1.54691
C -0.10180 -3.43040 -1.89238
N 0.68786 -2.43891 -1.48534
C 1.98878 -2.57687 -2.06032
C 3.08680 -1.75104 -1.85097
C 4.26030 -2.01596 -2.53676
C 4.36360 -3.09822 -3.40593
C 3.28891 -3.94754 -3.59443
C 2.11414 -3.66784 -2.91371
S 0.62186 -4.56546 -2.97484
H -1.84435 -2.92786 -0.93722
H -1.90505 -4.36141 -1.92002
H 3.04964 -0.93198 -1.15441
H 5.11068 -1.36342 -2.39158
H 5.28925 -3.27924 -3.93484
H 3.35990 -4.79966 -4.25758
```